# 1
ORCA calculation (wB97M-V/def2-TZVPD) on a molecular structure, C34H40FN6O6Pb in a non-equilibrium geometry.

- Energy relative to the best compared isomer or geometry (same formula, charge and spin): 25.60 kJ/mol

```
! wB97M-V def2-TZVPD RIJCOSX def2/J DEFGRID3
* xyz 1 1
Pb 0.8798 -0.7690 2.4019
C -3.5124 -1.7881 3.9385
C -2.2141 -1.6924 3.1903
N -1.1938 -1.0247 3.6501
N -1.2406 -0.4287 4.8277
C -0.0549 -0.0075 5.2976
O 1.0549 -0.3188 4.8067
C -0.1132 0.8467 6.5009
C -1.3197 1.3499 6.9807
C -1.3290 2.2334 8.0443
C -0.1409 2.6164 8.6490
C 1.0612 2.1061 8.1849
C 1.0773 1.2293 7.1171
C -2.0640 -2.3704 1.9233
C -3.1147 -3.1011 1.3388
C -2.9068 -3.7561 0.1457
C -1.6598 -3.6766 -0.4641
C -0.6741 -2.9429 0.1738
N -0.8647 -2.3205 1.3218
H -3.4060 -1.2263 4.8624
H -4.3236 -1.3579 3.3494
H -3.7606 -2.8222 4.1792
H -2.2352 1.0484 6.4965
H -2.2671 2.6286 8.4053
H -0.1507 3.3228 9.4682
H 1.9867 2.4005 8.6577
H 2.0066 0.8354 6.7337
H -4.0708 -3.1459 1.8310
H -3.7045 -4.3202 -0.3124
H -1.4617 -4.1866 -1.3927
H 0.3189 -2.8585 -0.2444
C 4.2948 -0.4811 1.3136
O 3.5581 -1.6770 1.4626
C 4.0397 -2.5194 2.4918
C 3.0616 -3.6739 2.6770
O 1.9413 -3.1924 3.3876
C 0.9553 -4.1724 3.6040
H 5.3287 -0.6891 1.0183
H 4.2910 0.1138 2.2306
H 3.8002 0.0831 0.5269
H 4.1042 -1.9744 3.4425
H 5.0325 -2.9058 2.2202
H 3.5445 -4.4875 3.2415
H 2.7481 -4.0615 1.6962
H 1.3557 -5.0012 4.1998
H 0.5687 -4.5721 2.6572
H 0.1459 -3.6883 4.1455
C 1.8124 4.6861 -3.6286
C 0.4988 4.6897 -2.8512
N 0.3023 3.4394 -2.1420
C 0.6853 3.3738 -0.8383
C 0.6450 2.2693 -0.0547
C 1.1022 2.4396 1.4207
O 1.7862 3.4206 1.6561
O 0.6858 1.5743 2.2340
C 0.2011 1.0213 -0.6090
O 0.2269 -0.0901 -0.0726
C -0.2857 1.1302 -1.9942
C -0.8274 -0.0076 -2.5793
C -1.2482 0.0076 -3.8798
F -1.7527 -1.1566 -4.3859
C -1.1305 1.1486 -4.6848
C -0.6245 2.2946 -4.0857
C -0.1975 2.3196 -2.7474
N -1.5129 1.1943 -6.0422
C -0.5454 1.5958 -7.0284
C 0.2290 0.3751 -7.5536
N -0.7363 -0.5649 -8.1839
C -1.7806 -0.9888 -7.2097
C -2.4515 0.2543 -6.5971
H 1.9185 5.6161 -4.1790
H 1.8545 3.8537 -4.3280
H 2.6498 4.5944 -2.9422
H -0.3506 4.8771 -3.5115
H 0.5231 5.4904 -2.1106
H 1.0740 4.2870 -0.4070
H -0.8874 -0.9094 -1.9901
H -0.5803 3.1892 -4.6843
H 0.1590 2.3129 -6.6109
H -1.0665 2.0809 -7.8621
H 0.7108 -0.1353 -6.7179
H 0.9847 0.6672 -8.2827
H -0.2476 -1.3886 -8.5540
H -1.1906 -0.0860 -8.9716
H -1.3003 -1.5888 -6.4376
H -2.5265 -1.6011 -7.7158
H -3.1611 -0.0615 -5.8338
H -3.0182 0.7718 -7.3814
*
```

=====

# 2
ORCA calculation (wB97M-V/def2-TZVPD) on 2 unconnected molecules or ions with the total composition C3H6N2O.

- Energy relative to the best compared isomer or geometry (same formula, charge and spin): 173.51 kJ/mol

```
! wB97M-V def2-TZVPD RIJCOSX def2/J DEFGRID3
* xyz 0 1
N 2.1505 1.0125 -0.9560
C 0.9860 1.2007 -1.2884
N -0.1475 1.5629 -1.5826
H 2.3462 0.2128 -0.3658
H -0.5708 1.1324 -2.3963
C -0.3563 -0.4846 1.4455
C -1.1055 -1.0367 0.2643
O -0.5889 -1.3468 -0.7839
H 0.6270 -0.1219 1.1392
H -0.2249 -1.2833 2.1864
H -0.9185 0.3217 1.9256
H -2.1974 -1.1696 0.4120
*
```

=====

# 3
ORCA calculation (wB97M-V/def2-TZVPD) on a molecular structure, C15H34AlBrFO2 in a non-equilibrium geometry.

```
! wB97M-V def2-TZVPD RIJCOSX def2/J DEFGRID3
* xyz -1 1
C 6.0726 -0.3314 1.5660
O 6.1680 1.0320 1.2072
C 5.0553 1.5755 0.5017
C 4.3638 2.6319 1.3277
C 3.3136 3.4054 0.5201
C 1.8966 2.9377 0.8639
C 1.4101 3.3908 2.2404
C 0.3328 2.4659 2.8125
C -1.0515 2.6504 2.1583
C -1.6441 1.3902 1.4970
Al -1.1621 0.9604 -0.4166
Br -2.0880 2.7053 -1.8086
C -1.9727 -0.8126 -1.0656
C -2.3324 -1.7785 0.0503
C -1.0982 -2.2171 0.7973
F -3.3005 -1.2319 0.9100
H 5.0576 -0.7141 1.4999
H 6.3975 -0.4552 2.5978
H 6.7432 -0.9301 0.9483
H 5.4195 1.9952 -0.4355
H 4.3248 0.8098 0.2390
H 5.1004 3.3057 1.7558
H 3.8785 2.1259 2.1606
H 3.4638 3.1971 -0.5367
H 3.3846 4.4785 0.6775
H 1.8893 1.8525 0.8364
H 1.1783 3.2680 0.1209
H 2.2469 3.4699 2.9348
H 0.9633 4.3799 2.1489
H 0.6537 1.4274 2.7709
H 0.2515 2.7295 3.8671
H -1.0135 3.5054 1.4851
H -1.7296 2.9364 2.9628
H -1.4864 0.5490 2.1679
H -2.7256 1.5306 1.4861
H 0.4110 0.8709 -0.7246
H -2.8611 -0.6194 -1.6703
H -1.2304 -1.3004 -1.6924
H -2.7852 -2.6682 -0.3985
H -0.5920 -1.3830 1.2690
H -1.3271 -2.9971 1.5207
H -0.4090 -2.6316 0.0681
C -4.8580 -3.8869 -2.3662
C -3.7179 -3.5720 -3.3203
C -4.0496 -3.9728 -4.7505
O -2.5252 -4.2316 -2.8945
H -5.0655 -4.9620 -2.3462
H -4.5950 -3.5865 -1.3523
H -5.7728 -3.3664 -2.6547
H -3.5030 -2.5041 -3.2810
H -4.2255 -5.0514 -4.8144
H -3.2185 -3.7353 -5.4151
H -4.9416 -3.4569 -5.1098
H -2.6945 -5.1807 -2.9158
*
```

=====

# 4
ORCA calculation (wB97M-V/def2-TZVPD) on a molecular structure, C21H17F15N3O5S2Ti in a non-equilibrium geometry.

- Energy relative to the best compared isomer or geometry (same formula, charge and spin): 53.49 kJ/mol

```
! wB97M-V def2-TZVPD RIJCOSX def2/J DEFGRID3
* xyz 1 1
Ti 0.1405 0.4182 -0.8341
C 1.9596 -2.6957 3.5188
C 0.8560 -2.4866 2.4721
C -0.1294 -1.4022 2.8622
C -0.9833 -1.6602 3.9314
C -1.9134 -0.7282 4.3444
C -2.0088 0.4838 3.6754
C -1.1820 0.7907 2.6016
C -1.3866 2.1229 1.9039
C -0.1620 3.0440 1.8106
C -0.2342 -0.1648 2.2143
N 0.6448 0.1443 1.0899
C 1.9366 0.2738 1.3145
C 2.6914 0.8215 0.2801
C 3.9994 1.2359 0.0974
C 4.0407 1.9004 -1.1361
C 2.7621 1.8608 -1.6661
N 1.9260 1.2013 -0.8263
H 2.6187 -3.5178 3.2280
H 1.5336 -2.9340 4.4953
H 2.5749 -1.7983 3.6407
H 0.2999 -3.4196 2.3567
H 1.3055 -2.2749 1.5140
H -0.9129 -2.6186 4.4373
H -2.5661 -0.9393 5.1850
H -2.7436 1.2168 3.9917
H -2.1576 2.6523 2.4550
H -1.8080 1.9531 0.9135
H 0.3425 3.1075 2.7766
H -0.4803 4.0510 1.5360
H 0.5678 2.7309 1.0723
H 2.3537 0.0451 2.2870
H 4.8250 1.0757 0.7812
H 4.8994 2.3717 -1.5895
H 2.4080 2.2806 -2.5940
F -5.1047 -1.2429 -0.2931
C -4.0181 -0.7816 0.2666
F -4.2443 0.3493 0.9070
F -3.4697 -1.6794 1.0581
S -2.7887 -0.4752 -1.0857
O -1.4815 -0.5114 -0.3234
O -2.9508 -1.4550 -2.0948
N -3.0752 1.0269 -1.4896
S -1.9884 1.8097 -2.2909
O -1.6907 1.4071 -3.6187
O -0.7417 1.9546 -1.3899
C -2.6431 3.5473 -2.2464
F -1.5887 4.3324 -2.3468
F -3.4391 3.6883 -3.2682
F -3.2717 3.7401 -1.1040
F 2.5387 -3.1431 -2.2980
C 2.1195 -1.9180 -2.0876
F 3.1510 -1.0853 -2.1551
F 1.6288 -1.8479 -0.8120
C 0.9563 -1.4621 -3.0372
O 0.2592 -0.4441 -2.3724
C 1.5497 -0.9312 -4.3853
F 2.6254 -1.6514 -4.7005
F 0.6663 -1.0218 -5.3710
F 1.9044 0.3520 -4.2547
C -0.0169 -2.6617 -3.2908
F -1.0589 -2.2739 -4.0123
F 0.6156 -3.6423 -3.9261
F -0.4604 -3.1217 -2.1179
*
```

=====

Number 1: gap between HOMO and LUMO 5.577 eV. Number 2: gap between HOMO and LUMO 11.135 eV. Number 3: gap between HOMO and LUMO 7.689 eV. Number 4: gap between HOMO and LUMO 7.196 eV.